# 1
C43H60B3ClIN9O3 | ωB97M-V with the def2-TZVPD basis set

Each line ends with the Löwdin charge.
Cartesian coordinates (Å):
C (3.51, 0.52, 4.97)  -0.129
C (3.52, 0.60, 3.31)  -0.247
C (2.00, 0.88, 2.68)  -0.472
Cl (1.00, -0.68, 3.03)  0.556
B (1.28, 2.23, 3.31)  -0.432
O (1.17, 3.54, 2.64)  0.102
B (0.32, 4.49, 3.43)  -0.763
I (0.74, 6.68, 3.51)  0.907
O (-0.89, 4.03, 4.20)  0.064
B (-0.67, 2.66, 4.73)  -0.380
C (-1.82, 1.70, 5.41)  -0.058
C (-2.87, 1.02, 4.36)  -0.380
C (-2.39, -0.42, 3.72)  -0.136
C (-3.33, 1.97, 3.10)  -0.102
O (0.72, 2.11, 4.68)  0.119
H (4.36, -0.15, 5.41)  0.060
H (3.62, 1.64, 5.36)  0.096
H (2.49, 0.09, 5.38)  0.076
H (4.26, 1.45, 2.96)  0.129
H (3.95, -0.44, 2.91)  0.099
H (2.03, 0.96, 1.49)  0.127
H (-2.43, 2.36, 6.18)  0.125
H (-1.24, 0.88, 6.04)  0.131
H (-3.87, 0.79, 4.98)  0.142
H (-1.84, -0.25, 2.68)  0.063
H (-1.68, -1.05, 4.42)  0.072
H (-3.37, -1.03, 3.48)  0.087
H (-4.18, 1.36, 2.53)  0.102
H (-2.46, 2.17, 2.35)  0.090
H (-3.77, 2.96, 3.54)  0.080
N (5.69, -3.05, 3.59)  0.002
C (6.01, -2.69, 4.87)  -0.142
C (7.34, -3.01, 5.08)  -0.107
C (7.83, -3.58, 3.88)  -0.109
C (6.80, -3.59, 2.98)  -0.140
H (4.78, -2.94, 3.16)  0.141
H (5.27, -2.25, 5.52)  0.094
H (7.89, -2.85, 6.00)  0.094
H (8.84, -3.94, 3.70)  0.094
H (6.75, -3.93, 1.95)  0.083
N (5.73, -4.85, -0.67)  0.003
C (5.10, -4.21, -1.71)  -0.138
C (5.46, -4.84, -2.88)  -0.123
C (6.33, -5.90, -2.53)  -0.111
C (6.48, -5.89, -1.17)  -0.135
H (5.66, -4.59, 0.30)  0.118
H (4.46, -3.36, -1.52)  0.107
H (5.13, -4.57, -3.87)  0.074
H (6.79, -6.61, -3.21)  0.092
H (7.05, -6.52, -0.50)  0.109
N (2.94, -4.87, -6.13)  0.002
C (2.17, -4.70, -7.25)  -0.138
C (1.02, -4.05, -6.88)  -0.109
C (1.10, -3.80, -5.48)  -0.114
C (2.30, -4.31, -5.05)  -0.144
H (3.84, -5.32, -6.10)  0.144
H (2.50, -5.07, -8.21)  0.107
H (0.20, -3.77, -7.54)  0.094
H (0.37, -3.30, -4.87)  0.066
H (2.75, -4.34, -4.07)  0.090
N (-1.54, -1.91, -3.33)  -0.001
C (-2.64, -2.71, -3.49)  -0.143
C (-3.70, -1.92, -3.88)  -0.106
C (-3.21, -0.59, -3.97)  -0.104
C (-1.88, -0.61, -3.63)  -0.137
H (-0.63, -2.22, -3.04)  0.125
H (-2.58, -3.78, -3.31)  0.097
H (-4.70, -2.26, -4.09)  0.075
H (-3.78, 0.29, -4.26)  0.094
H (-1.14, 0.18, -3.57)  0.088
N (-0.55, -6.33, -1.33)  0.005
C (-1.01, -6.65, -0.08)  -0.139
C (-1.47, -5.50, 0.52)  -0.112
C (-1.29, -4.44, -0.41)  -0.113
C (-0.72, -4.98, -1.54)  -0.158
H (-0.15, -6.98, -1.99)  0.150
H (-0.97, -7.67, 0.28)  0.106
H (-1.90, -5.42, 1.51)  0.092
H (-1.54, -3.40, -0.26)  0.093
H (-0.42, -4.53, -2.47)  0.086
N (0.39, 2.59, -4.44)  -0.006
C (0.31, 2.88, -5.78)  -0.140
C (-0.35, 4.08, -5.92)  -0.114
C (-0.68, 4.53, -4.62)  -0.117
C (-0.21, 3.60, -3.73)  -0.152
H (0.82, 1.77, -4.04)  0.140
H (0.74, 2.21, -6.51)  0.107
H (-0.57, 4.57, -6.86)  0.091
H (-1.21, 5.44, -4.36)  0.091
H (-0.26, 3.56, -2.65)  0.100
N (-7.45, -1.55, -4.57)  -0.007
C (-7.91, -1.87, -3.32)  -0.147
C (-8.37, -0.72, -2.73)  -0.116
C (-8.19, 0.34, -3.65)  -0.117
C (-7.62, -0.20, -4.79)  -0.145
H (-7.05, -2.20, -5.24)  0.144
H (-7.87, -2.89, -2.97)  0.105
H (-8.80, -0.64, -1.74)  0.090
H (-8.44, 1.38, -3.51)  0.090
H (-7.32, 0.25, -5.72)  0.105
N (1.65, 6.83, 0.02)  -0.014
C (2.81, 7.53, 0.26)  -0.160
C (3.44, 7.73, -0.95)  -0.117
C (2.64, 7.13, -1.95)  -0.115
C (1.54, 6.59, -1.32)  -0.139
H (0.99, 6.54, 0.72)  0.041
H (3.08, 7.83, 1.26)  0.085
H (4.38, 8.24, -1.09)  0.090
H (2.84, 7.10, -3.01)  0.092
H (0.69, 6.05, -1.72)  0.094
N (-4.91, 5.89, 4.80)  0.003
C (-4.01, 5.28, 5.64)  -0.144
C (-4.60, 5.14, 6.88)  -0.114
C (-5.90, 5.68, 6.79)  -0.116
C (-6.07, 6.13, 5.49)  -0.142
H (-4.75, 6.12, 3.83)  0.149
H (-3.03, 5.00, 5.28)  0.092
H (-4.13, 4.70, 7.75)  0.090
H (-6.64, 5.74, 7.58)  0.091
H (-6.92, 6.61, 5.01)  0.105

Summary:
Total energy: -87771.549 eV
Structure (SMILES): CC[C@@H](Cl)B1OB(I)OB(CC(C)C)O1.c1cc[nH]c1.c1cc[nH]c1.c1cc[nH]c1.c1cc[nH]c1.c1cc[nH]c1.c1cc[nH]c1.c1cc[nH]c1.c1cc[nH]c1.c1cc[nH]c1
Total charge: 0



# 2
C43H60BGeN2P2Pt | ωB97M-V with the def2-TZVPD basis set

Each line ends with the Mulliken spin population.
Cartesian coordinates (Å):
Pt (-0.46, -1.31, 0.14)  0.593
C (0.09, -5.65, -1.94)  0.004
C (-0.26, -4.77, -0.74)  0.113
C (0.90, -4.58, 0.21)  -0.069
C (-1.45, -5.36, 0.02)  -0.004
P (-0.68, -2.99, -1.39)  0.029
C (0.44, -2.52, -2.78)  -0.024
N (0.78, -1.11, -2.62)  0.018
B (0.28, -0.23, -1.59)  0.064
N (0.93, 1.09, -2.01)  0.079
C (0.63, 2.43, -1.61)  -0.021
P (-1.09, 3.21, -2.17)  0.017
C (-1.79, 3.75, -0.38)  0.006
C (-3.25, 4.32, -0.56)  -0.001
C (-1.84, 2.46, 0.48)  -0.047
C (-0.87, 4.85, 0.19)  0.003
C (-0.70, 4.77, -3.33)  0.002
C (0.71, 5.32, -3.15)  0.000
C (-1.70, 5.87, -3.21)  0.000
C (-0.80, 4.25, -4.77)  0.001
C (1.71, 0.88, -3.17)  -0.004
C (2.83, 1.62, -3.63)  0.002
C (3.43, 1.12, -4.79)  0.001
C (3.13, -0.12, -5.33)  -0.001
C (2.25, -0.97, -4.67)  0.005
C (1.49, -0.43, -3.59)  0.025
C (-2.41, -2.69, -2.06)  0.012
C (-3.37, -2.51, -0.84)  -0.002
C (-2.52, -1.40, -2.89)  0.011
C (-2.88, -3.88, -2.92)  0.002
H (0.43, -6.66, -1.56)  0.001
H (0.94, -5.19, -2.50)  0.001
H (-0.67, -5.90, -2.68)  0.001
H (1.22, -5.55, 0.65)  -0.003
H (0.63, -3.85, 0.99)  0.106
H (1.78, -4.14, -0.27)  0.002
H (-1.19, -6.27, 0.54)  -0.002
H (-2.32, -5.56, -0.63)  0.000
H (-1.75, -4.64, 0.81)  0.037
H (-0.08, -2.78, -3.72)  -0.006
H (1.37, -3.08, -2.65)  -0.001
H (1.33, 3.08, -2.10)  -0.003
H (0.72, 2.53, -0.50)  -0.008
H (-3.95, 3.73, -1.17)  0.000
H (-3.12, 5.27, -1.10)  0.000
H (-3.65, 4.49, 0.41)  0.000
H (-1.92, 1.54, -0.09)  0.026
H (-2.71, 2.55, 1.18)  -0.003
H (-0.93, 2.29, 1.11)  0.024
H (-0.88, 5.72, -0.50)  0.000
H (0.17, 4.46, 0.25)  0.000
H (-1.15, 5.10, 1.22)  0.000
H (0.82, 5.83, -2.16)  0.000
H (0.96, 6.10, -3.90)  0.000
H (1.50, 4.57, -3.23)  0.000
H (-1.57, 6.60, -2.42)  0.000
H (-2.70, 5.43, -3.27)  0.000
H (-1.60, 6.47, -4.09)  0.000
H (-0.03, 3.47, -5.00)  0.000
H (-0.63, 5.09, -5.49)  0.000
H (-1.79, 3.79, -5.04)  0.000
H (3.13, 2.54, -3.17)  0.000
H (4.14, 1.72, -5.27)  0.000
H (3.54, -0.36, -6.31)  0.000
H (2.22, -2.03, -4.85)  0.000
H (-3.47, -1.40, -0.61)  -0.017
H (-3.07, -3.11, 0.00)  0.027
H (-4.39, -2.81, -1.17)  0.001
H (-2.43, -0.48, -2.26)  0.004
H (-3.55, -1.38, -3.20)  -0.002
H (-1.90, -1.38, -3.80)  -0.001
H (-2.85, -4.85, -2.38)  0.000
H (-2.24, -3.95, -3.83)  -0.001
H (-3.90, -3.72, -3.27)  0.001
C (0.61, -0.12, 1.31)  0.829
Ge (1.13, -0.26, 3.17)  -0.072
C (2.87, -1.13, 3.41)  0.001
C (2.95, -2.46, 2.96)  0.027
C (4.13, -3.22, 3.17)  0.012
C (5.13, -2.65, 3.95)  0.001
C (5.01, -1.40, 4.55)  0.000
C (3.85, -0.65, 4.32)  -0.002
C (-0.15, -1.54, 3.88)  0.028
C (-1.53, -1.36, 3.54)  0.082
C (-2.54, -2.14, 4.08)  0.032
C (-2.21, -3.18, 4.99)  -0.011
C (-0.90, -3.33, 5.40)  0.013
C (0.10, -2.55, 4.84)  0.011
C (1.08, 1.33, 4.25)  0.017
C (0.00, 1.56, 5.17)  -0.006
C (-0.23, 2.74, 5.87)  -0.001
C (0.56, 3.79, 5.51)  0.009
C (1.60, 3.67, 4.58)  0.000
C (1.85, 2.48, 3.95)  0.010
H (1.01, 0.83, 0.97)  -0.006
H (2.10, -2.89, 2.43)  0.024
H (4.27, -4.18, 2.75)  0.001
H (6.03, -3.22, 4.13)  0.000
H (5.73, -1.08, 5.30)  0.000
H (3.72, 0.32, 4.78)  0.002
H (-1.83, -0.64, 2.79)  -0.002
H (-3.58, -1.87, 3.89)  -0.003
H (-2.97, -3.90, 5.22)  0.000
H (-0.62, -4.08, 6.05)  0.001
H (1.15, -2.76, 5.13)  -0.001
H (-0.60, 0.72, 5.47)  0.002
H (-0.95, 2.72, 6.71)  0.000
H (0.44, 4.78, 6.04)  0.001
H (2.17, 4.56, 4.33)  -0.001
H (2.62, 2.39, 3.21)  0.002

Summary:
Total energy: -127560.351 eV
ΔE to the lowest compared entry with this formula, charge and spin: 0.862 eV
Multiplicity: 3
Total charge: -1